Entry 1:
# C18H19IN2SV

C18H19IN2SV as an isolated structure in a non-equilibrium geometry (the ωB97M-V functional and the def2-TZVPD basis, OMol25).

Summary:
⟨S²⟩: 3.78
Charge: 0
Highest occupied orbital energy (spin up / spin down): -6.7 / -7.6 eV
Multiplicity: 4

XYZ file:
```
42
Properties=species:S:1:pos:R:3:forces:R:3
C -3.2831 1.6882 -4.0680 -0.1 0.1 0.0
C -2.5856 3.0474 -4.0963 -0.1 0.0 -0.1
H -2.8728 1.0292 -4.8373 0.0 0.0 0.1
H -4.3505 1.8110 -4.2792 0.1 -0.1 0.0
H -3.1777 1.1801 -3.1049 -0.1 0.2 -0.2
H -1.5519 2.9897 -3.7500 0.0 0.0 0.0
H -2.5742 3.4364 -5.1190 0.0 0.1 0.1
H -3.1132 3.7756 -3.4747 0.1 0.0 0.0
C 0.3743 -3.0572 0.0800 0.5 0.1 0.2
C 1.0812 -4.2451 0.2251 0.3 0.4 0.2
C 2.4009 -4.2154 0.7143 -0.3 0.2 0.0
C 2.9817 -2.9855 0.9880 -0.4 0.6 -0.2
H -0.6314 -3.0168 -0.3494 0.4 -0.1 0.4
H 0.6057 -5.1809 -0.0324 0.0 0.0 0.0
H 2.9680 -5.1348 0.8779 -0.3 0.3 -0.1
H 3.9943 -2.8752 1.3637 -0.1 -0.3 -0.2
N 0.9130 -1.8509 0.4049 1.4 -1.2 -0.4
C 2.2438 -1.8049 0.7757 -1.3 -1.8 -0.3
C 2.7699 -0.4800 0.9256 0.3 2.0 0.4
N 1.8811 0.5128 0.5952 0.8 0.5 1.2
C 2.2154 1.8098 0.8578 0.2 -0.7 -0.3
C 4.3835 1.1505 1.6925 -0.4 -0.2 -0.2
C 3.4535 2.1584 1.3776 0.0 -0.3 0.0
H 1.4298 2.5479 0.6461 0.5 -0.3 0.1
H 3.6863 3.2017 1.5592 -0.1 -0.1 0.0
C 4.0356 -0.1775 1.4683 -0.6 0.1 -0.2
H 4.6832 -1.0021 1.7495 0.1 0.3 0.0
H 5.3539 1.3960 2.1266 -0.3 0.0 -0.1
V -0.0647 -0.1000 0.2408 0.2 0.2 -0.5
I -1.8388 -0.7054 -1.4678 -0.7 -0.2 -0.8
S -1.0121 0.6659 2.1316 1.2 0.8 1.2
C -2.7300 0.7600 1.9462 -1.0 -0.3 -0.3
C -3.3556 1.8970 1.4094 0.0 -0.4 0.2
C -4.7353 1.8992 1.2389 -0.3 -0.1 0.1
C -5.5000 0.7882 1.6145 0.0 -0.1 -0.1
C -4.8660 -0.3388 2.1534 -0.3 0.2 -0.1
C -3.4900 -0.3563 2.3249 -0.1 0.5 -0.1
H -2.7447 2.7558 1.1326 -0.2 -0.2 0.0
H -5.2329 2.7668 0.8019 0.2 -0.2 0.1
H -6.5893 0.7844 1.4576 0.6 0.0 0.1
H -5.4559 -1.2115 2.4327 0.1 0.2 0.0
H -2.9721 -1.2149 2.7490 -0.2 0.1 -0.1
```
Positions in Å, forces in eV/Å.

Atomic partial charges in e from the natural (NBO) method, atoms 1 to 2: C -0.611; C -0.604

***

Entry 2:
# C6H14NO4

A 2-piece molecular cluster, C6H14NO4 overall in a non-equilibrium geometry (the ωB97M-V functional and the def2-TZVPD basis, OMol25).

Summary:
⟨S²⟩: 0.76
Energy above the lowest of the compared OMol25 structures with the same formula, charge and spin: 14.74 kcal/mol
Charge: 0
Highest occupied orbital energy (spin up / spin down): -9.8 / -9.8 eV
Multiplicity: 2

XYZ file:
```
25
Properties=species:S:1:pos:R:3:forces:R:3
N 2.8360 2.3302 -0.4431 3.9 0.0 -0.1
O 3.2304 3.5205 -0.5750 -2.2 -2.7 0.3
O 1.5690 2.0813 -0.3819 1.5 1.3 -0.3
O 3.6517 1.3798 -0.3690 -2.5 2.3 -0.3
H -0.3209 1.2162 -0.4979 -0.9 -0.6 0.3
C -1.1792 0.5023 -0.3959 0.0 0.5 0.5
C -2.4372 1.1684 0.1231 0.1 0.3 0.3
C -1.5054 -0.0910 -1.7328 0.0 -0.4 -0.6
O -0.9259 -0.4899 0.5991 0.7 -0.2 -0.2
C 0.2842 -1.2322 0.4263 -0.5 -0.2 -0.4
C 0.1674 -2.4966 1.2507 -0.3 -0.1 -0.2
C 1.4927 -0.4588 0.8564 0.0 0.3 0.2
H -2.7615 1.9740 -0.5340 -0.1 0.0 0.0
H -3.2048 0.3834 0.1819 0.1 0.4 0.0
H -2.2681 1.5792 1.1236 -0.1 -0.1 -0.1
H -1.8216 0.6993 -2.4119 -0.1 0.1 0.0
H -0.6665 -0.5826 -2.2267 0.0 -0.1 0.1
H -2.3349 -0.7996 -1.6018 0.2 0.1 -0.2
H 0.3904 -1.4947 -0.6344 0.0 -0.1 0.1
H 1.0998 -3.0540 1.1741 0.0 -0.1 0.2
H -0.0390 -2.2216 2.2861 0.1 -0.1 0.0
H -0.6472 -3.1283 0.8854 0.1 0.1 0.1
H 2.3813 -1.0872 0.8177 0.1 0.1 0.0
H 1.6847 0.4087 0.2054 -0.3 -0.6 0.4
H 1.3247 -0.1070 1.8745 0.2 0.1 0.1
```
Positions in Å, forces in eV/Å.

Atomic partial charges in e from the natural (NBO) method, atoms 1 to 2: N 0.667; O -0.273

***

Entry 3:
# C4H8O2

An isolated molecule of C4H8O2 (the ωB97M-V functional and the def2-TZVPD basis, OMol25).

Summary:
Energy above the lowest of the compared OMol25 structures with the same formula, charge and spin: 27.60 kcal/mol
Charge: 0
Highest occupied orbital energy: -9.8 eV
Structure (SMILES): CC1OCCO1

XYZ file:
```
14
Properties=species:S:1:pos:R:3:forces:R:3
C -0.3059 0.5081 1.9175 0.0 0.0 0.0
C 0.2625 0.5727 0.5179 0.0 0.1 0.3
O 0.9553 -0.6290 0.1986 0.0 -0.1 0.0
C 0.4190 -1.1512 -1.0131 -0.2 0.5 -0.1
C -0.3078 0.0687 -1.5965 0.1 -0.2 -0.2
O -0.7760 0.7075 -0.4227 0.0 0.0 0.0
H -0.8529 1.4246 2.1579 0.1 -0.1 -0.1
H 0.5074 0.3799 2.6383 -0.1 0.0 -0.1
H -0.9820 -0.3481 1.9896 0.1 0.1 0.0
H 0.9706 1.4142 0.4140 -0.1 -0.2 0.0
H 1.2311 -1.5553 -1.6170 0.0 0.1 -0.1
H -0.3060 -1.9419 -0.8058 0.0 -0.1 0.1
H -1.1674 -0.1961 -2.2159 0.1 0.1 0.1
H 0.3521 0.7457 -2.1628 0.0 -0.2 0.1
```
Positions in Å, forces in eV/Å.

Atomic partial charges in e from the natural (NBO) method, atoms 1 to 2: C -0.636; C 0.374

***

Entry 4:
# CH2INS

An isolated molecule of CH2INS in a non-equilibrium geometry (the ωB97M-V functional and the def2-TZVPD basis, OMol25).

Summary:
Energy above the lowest of the compared OMol25 structures with the same formula, charge and spin: 62.51 kcal/mol
Charge: 0
Highest occupied orbital energy (spin up / spin down): -8.4 / -8.4 eV

XYZ file:
```
6
Properties=species:S:1:pos:R:3:forces:R:3
C 1.0996 0.3031 -0.0093 0.8 -1.4 -0.3
N 0.2483 1.1677 0.0879 -3.2 1.9 0.5
S -2.1963 -1.8787 0.0304 0.5 0.3 -0.1
I -1.9935 0.3899 -0.0099 1.1 0.5 0.0
H 0.7189 -0.7069 -0.2801 1.3 -0.2 0.3
H 2.1230 0.7248 0.1809 -0.5 -1.1 -0.4
```
Positions in Å, forces in eV/Å.

Atomic partial charges in e from the natural (NBO) method, atoms 1 to 2: C -0.147; N -0.409